(1)
Density functional theory data (the ωB97M-V functional and the def2-TZVPD basis) for a cluster of 7 separate species, C14H43O7 in total.

Calculated values
maximum force: 12.9 eV Å⁻¹
net charge: +1
total energy: -29533.074 eV

Bonds (Å) are listed after each position.
CARTESIAN COORDINATES (ANGSTROEM)
1 O -2.002 -1.428 0.388  C9 1.411, H36 0.933
2 O 1.669 1.317 2.420  C8 1.468, H64 1.007
3 O 2.388 1.552 -0.711  C19 1.424, H39 0.950
4 O 0.766 -1.775 -1.506  C11 1.438, H61 1.004
5 O 0.163 0.124 0.527  H46 1.028, H48 0.902, H54 0.949
6 O -4.559 -0.183 -0.258  C12 1.400, H37 0.989
7 O 1.072 -1.789 2.272  C20 1.429, H35 0.865
8 C 0.891 1.936 3.500  O2 1.468, C14 1.442, C17 1.539, H38 1.030
9 C -2.049 -2.627 1.130  O1 1.411, H24 1.056, H49 1.211, H53 1.056
10 C 4.189 -0.097 -0.363  C19 1.484, H29 1.204, H58 1.123, H62 1.183
11 C 0.456 -1.462 -2.875  O4 1.438, C16 1.557, C21 1.484, H55 1.026
12 C -4.340 0.664 -1.351  O6 1.400, C15 1.495, C18 1.551, H26 1.013
13 C 4.304 1.733 -2.190  C19 1.697, H27 1.108, H33 0.898, H56 1.131
14 C 0.591 0.997 4.553  C8 1.442, H30 1.006, H41 1.080, H42 1.069
15 C -2.978 1.235 -1.120  C12 1.495, H22 0.992, H43 1.069, H50 1.116
16 C -1.041 -1.853 -3.051  C11 1.557, H28 1.155, H51 0.997, H52 1.095
17 C -0.442 2.345 2.849  C8 1.539, H23 1.041, H34 1.033, H60 1.120
18 C -5.515 1.654 -1.560  C12 1.551, H32 1.090, H40 1.078, H44 1.047
19 C 3.788 1.307 -0.630  O3 1.424, C10 1.484, C13 1.697, H59 0.977
20 C 1.868 -2.872 1.787  O7 1.429, H45 1.079, H57 1.167, H63 0.904
21 C 0.790 -0.037 -3.121  C11 1.484, H25 1.275, H31 1.074, H47 1.006
22 H -2.956 1.996 -1.756  C15 0.992
23 H -0.302 3.013 2.063  C17 1.041
24 H -2.870 -3.231 0.854  C9 1.056
25 H 0.361 0.383 -4.246  C21 1.275
26 H -4.317 0.062 -2.165  C12 1.013
27 H 3.644 1.300 -2.967  C13 1.108
28 H -1.108 -1.600 -4.176  C16 1.155
29 H 5.382 -0.221 -0.463  C10 1.204
30 H -0.207 1.478 4.932  C14 1.006
31 H 1.857 0.084 -3.108  C21 1.074
32 H -5.327 2.473 -2.254  C18 1.090
33 H 5.165 1.526 -2.337  C13 0.898
34 H -1.077 2.931 3.415  C17 1.033
35 H 1.137 -1.884 3.129  O7 0.865
36 H -2.877 -1.106 0.362  O1 0.933
37 H -4.839 -0.978 -0.776  O6 0.989
38 H 1.346 2.726 3.980  C8 1.030
39 H 2.329 2.486 -0.546  O3 0.950
40 H -6.363 1.075 -1.887  C18 1.078
41 H 1.350 0.591 5.205  C14 1.080
42 H 0.067 0.157 4.151  C14 1.069
43 H -2.303 0.418 -1.262  C15 1.069
44 H -5.683 2.033 -0.599  C18 1.047
45 H 1.668 -3.315 0.824  C20 1.079
46 H -0.552 -0.613 0.575  O5 1.028
47 H 0.514 0.712 -2.509  C21 1.006
48 H 0.786 0.005 -0.115  O5 0.902
49 H -1.865 -2.495 2.320  C9 1.211
50 H -3.110 1.789 -0.160  C15 1.116
51 H -1.613 -1.298 -2.452  C16 0.997
52 H -1.091 -2.946 -3.008  C16 1.095
53 H -1.355 -3.375 0.857  C9 1.056
54 H 0.611 0.220 1.358  O5 0.949
55 H 1.065 -2.049 -3.456  C11 1.026
56 H 4.005 2.778 -2.504  C13 1.131
57 H 1.648 -3.788 2.476  C20 1.167
58 H 3.636 -0.949 -0.842  C10 1.123
59 H 4.144 1.858 0.094  C19 0.977
60 H -1.169 1.582 2.471  C17 1.120
61 H 0.995 -2.733 -1.309  O4 1.004
62 H 3.887 -0.651 0.638  C10 1.183
63 H 2.764 -2.792 1.873  C20 0.904
64 H 2.604 1.623 2.635  O2 1.007



(2)
Density functional theory data (the ωB97M-V functional and the def2-TZVPD basis) for a cluster of 8 separate species, C14H44N2O8 in total.

Calculated values
SMILES string: NC(N)=O.CCO.CCO.CCO.CCO.CCO.CCO.CO
maximum force: 8.0 eV Å⁻¹
net charge: 0
total energy: -34587.075 eV

Bonds (Å) are listed after each position.
CARTESIAN COORDINATES (ANGSTROEM)
1 O -8.475 16.659 19.079  C16 1.379, H32 0.985
2 O -8.170 20.884 21.910  C15 1.377, H58 0.984
3 O -6.066 22.109 19.494  C14 1.408
4 O -10.010 19.107 22.822  C18 1.429, H33 0.908
5 O -3.513 25.947 20.574  C19 1.440, H35 0.990
6 O -11.656 24.190 18.977  C23 1.408, H29 0.937
7 O -6.308 18.849 23.591  C22 1.411, H56 0.957
8 O -8.445 19.490 17.971  C21 1.440, H48 0.970
9 N -4.090 20.814 19.929  C14 1.267, H34 1.038, H38 1.049
10 N -5.871 20.101 20.832  C14 1.341, H28 1.023, H57 1.068
11 C -9.332 24.230 19.405  C23 1.542, H49 1.080, H50 1.091, H68 1.103
12 C -10.522 20.536 18.491  C21 1.521, H43 1.088, H54 1.090, H66 1.103
13 C -7.366 23.099 22.340  C15 1.507, H30 1.094, H42 1.044, H45 1.056
14 C -5.326 21.056 20.064  O3 1.408, N9 1.267, N10 1.341
15 C -8.517 22.127 22.389  O2 1.377, C13 1.507, H25 1.054, H26 1.090
16 C -8.936 16.844 20.365  O1 1.379, C24 1.481, H36 1.084, H47 1.111
17 C -11.555 21.075 22.665  C18 1.526, H41 1.139, H44 1.088, H55 1.038
18 C -11.057 19.858 23.440  O4 1.429, C17 1.526, H64 1.147, H67 1.091
19 C -4.474 24.893 20.770  O5 1.440, H37 1.075, H52 1.058, H53 1.111
20 C -5.319 20.896 24.367  C22 1.513, H51 1.126, H61 1.150, H62 1.107
21 C -9.101 20.289 18.973  O8 1.440, C12 1.521, H60 1.110, H63 1.059
22 C -6.461 19.913 24.505  O7 1.411, C20 1.513, H39 1.159, H40 1.080
23 C -10.708 23.776 19.932  O6 1.408, C11 1.542, H46 1.090, H59 1.095
24 C -7.812 17.070 21.302  C16 1.481, H27 1.108, H31 1.048, H65 1.091
25 H -9.188 22.494 21.664  C15 1.054
26 H -9.071 22.104 23.327  C15 1.090
27 H -7.380 18.090 21.318  C24 1.108
28 H -5.424 19.610 21.610  N10 1.023
29 H -12.539 23.993 19.220  O6 0.937
30 H -6.506 22.700 22.885  C13 1.094
31 H -8.279 16.929 22.229  C24 1.048
32 H -8.964 15.994 18.541  O1 0.985
33 H -10.150 18.210 22.807  O4 0.908
34 H -3.569 21.533 19.392  N9 1.038
35 H -2.583 25.618 20.494  O5 0.990
36 H -9.595 17.699 20.271  C16 1.084
37 H -4.640 24.407 21.714  C19 1.075
38 H -3.543 20.303 20.664  N9 1.049
39 H -6.425 19.607 25.622  C22 1.159
40 H -7.346 20.525 24.408  C22 1.080
41 H -12.676 21.036 22.469  C17 1.139
42 H -7.541 24.076 22.664  C13 1.044
43 H -10.952 19.660 18.011  C12 1.088
44 H -11.183 21.180 21.648  C17 1.088
45 H -6.851 23.155 21.420  C13 1.056
46 H -10.750 22.716 20.182  C23 1.090
47 H -9.623 16.042 20.710  C16 1.111
48 H -7.748 18.973 18.405  O8 0.970
49 H -8.957 24.879 20.182  C11 1.080
50 H -9.336 24.858 18.513  C11 1.091
51 H -5.225 20.976 23.248  C20 1.126
52 H -5.426 25.283 20.522  C19 1.058
53 H -4.306 24.034 20.085  C19 1.111
54 H -10.408 21.258 17.683  C12 1.090
55 H -11.493 21.992 23.147  C17 1.038
56 H -6.748 18.096 23.986  O7 0.957
57 H -6.829 20.427 21.174  N10 1.068
58 H -8.736 20.210 22.351  O2 0.984
59 H -11.003 24.249 20.874  C23 1.095
60 H -8.494 21.200 19.159  C21 1.110
61 H -5.546 21.907 24.866  C20 1.150
62 H -4.287 20.574 24.607  C20 1.107
63 H -9.109 19.786 19.905  C21 1.059
64 H -10.748 20.120 24.513  C18 1.147
65 H -7.018 16.347 21.108  C24 1.091
66 H -11.238 20.924 19.235  C12 1.103
67 H -11.924 19.218 23.610  C18 1.091
68 H -8.542 23.470 19.286  C11 1.103



(3)
Density functional theory data (the ωB97M-V functional and the def2-TZVPD basis) for a cluster of 8 separate species, C14H44N4O14 in total.

Calculated values
SMILES string: NC(N)=O.NC(N)=O.OCCO.OCCO.OCCO.OCCO.OCCO.OCCO
maximum force: 9.3 eV Å⁻¹
net charge: 0
total energy: -49852.728 eV

Bonds (Å) are listed after each position.
CARTESIAN COORDINATES (ANGSTROEM)
1 O 0.511 1.114 4.136  C24 1.442, H69 0.960
2 O -5.263 -3.420 1.312  C21 1.207
3 O 2.263 0.607 1.792  C26 1.437, H66 0.960
4 O -1.728 2.773 4.168  C19 1.462, H68 0.960
5 O 3.815 -0.648 -1.385  C27 1.390, H52 0.960
6 O -0.102 -3.613 1.781  C30 1.347, H34 0.960
7 O 1.473 1.763 -2.716  C23 1.238
8 O 2.648 0.795 -4.938  C28 1.432, H74 0.960
9 O -2.476 -2.164 1.153  C20 1.459, H46 0.960
10 O -2.772 0.316 4.864  C25 1.369, H53 0.960
11 O -1.925 0.435 0.269  C32 1.409, H71 0.960
12 O 0.907 -0.012 -0.773  C31 1.466, H43 0.960
13 O 2.972 -3.230 -0.478  C22 1.420, H38 0.960
14 O 4.382 2.256 -7.084  C29 1.435, H45 0.960
15 N -0.305 2.992 -2.191  C23 1.240, H41 1.010, H67 1.010
16 N 0.789 3.547 -3.836  C23 1.288, H47 1.010, H72 1.010
17 N -7.094 -2.180 1.065  C21 1.281, H64 1.010, H70 1.010
18 N -5.225 -1.163 1.139  C21 1.356, H56 1.010, H60 1.010
19 C -2.695 2.115 3.290  O4 1.462, C25 1.576, H59 1.090, H75 1.090
20 C -2.171 -2.718 2.467  O9 1.459, C30 1.576, H39 1.090, H73 1.090
21 C -5.843 -2.362 1.278  O2 1.207, N17 1.281, N18 1.356
22 C 4.356 -2.912 -0.492  O13 1.420, C27 1.516, H33 1.090, H40 1.090
23 C 0.635 2.650 -2.925  O7 1.238, N15 1.240, N16 1.288
24 C 1.377 2.101 3.541  O1 1.442, C26 1.602, H37 1.090, H65 1.090
25 C -3.011 0.592 3.545  O10 1.369, C19 1.576, H54 1.090, H58 1.090
26 C 1.633 1.886 1.974  O3 1.437, C24 1.602, H35 1.090, H44 1.090
27 C 4.540 -1.407 -0.475  O5 1.390, C22 1.516, H50 1.090, H62 1.090
28 C 4.075 0.922 -4.929  O8 1.432, C29 1.574, H36 1.090, H51 1.090
29 C 4.663 1.036 -6.384  O14 1.435, C28 1.574, H42 1.090, H76 1.090
30 C -0.616 -2.790 2.715  O6 1.347, C20 1.576, H57 1.090, H63 1.090
31 C -0.268 -0.876 -0.924  O12 1.466, C32 1.527, H48 1.090, H61 1.090
32 C -1.500 0.023 -1.009  O11 1.409, C31 1.527, H49 1.090, H55 1.090
33 H 4.862 -3.415 0.333  C22 1.090
34 H -0.776 -3.595 1.097  O6 0.960
35 H 2.360 2.602 1.589  C26 1.090
36 H 4.349 1.719 -4.237  C28 1.090
37 H 2.301 2.183 4.114  C24 1.090
38 H 2.903 -4.161 -0.703  O13 0.960
39 H -2.618 -3.707 2.569  C20 1.090
40 H 4.845 -3.288 -1.390  C22 1.090
41 H -0.601 2.375 -1.449  N15 1.010
42 H 5.752 1.049 -6.338  C29 1.090
43 H 1.173 0.382 -1.607  O12 0.960
44 H 0.735 1.871 1.357  C26 1.090
45 H 3.589 2.216 -7.623  O14 0.960
46 H -3.346 -2.567 1.122  O9 0.960
47 H 1.445 3.279 -4.556  N16 1.010
48 H -0.168 -1.542 -1.781  C31 1.090
49 H -2.268 -0.451 -1.620  C32 1.090
50 H 4.287 -0.878 0.443  C27 1.090
51 H 4.486 0.035 -4.447  C28 1.090
52 H 2.872 -0.783 -1.263  O5 0.960
53 H -2.280 -0.507 4.821  O10 0.960
54 H -2.453 0.075 2.764  C25 1.090
55 H -1.212 0.871 -1.631  C32 1.090
56 H -5.847 -0.389 0.956  N18 1.010
57 H -0.472 -3.045 3.764  C30 1.090
58 H -4.044 0.343 3.299  C25 1.090
59 H -2.417 2.455 2.293  C19 1.090
60 H -4.231 -1.070 1.294  N18 1.010
61 H -0.312 -1.411 0.025  C31 1.090
62 H 5.612 -1.278 -0.628  C27 1.090
63 H -0.313 -1.765 2.498  C30 1.090
64 H -7.728 -2.917 0.793  N17 1.010
65 H 1.002 3.120 3.640  C24 1.090
66 H 2.270 0.386 0.858  O3 0.960
67 H -0.927 3.762 -2.388  N15 1.010
68 H -1.817 3.729 4.153  O4 0.960
69 H -0.352 1.511 4.272  O1 0.960
70 H -7.419 -1.228 0.978  N17 1.010
71 H -1.660 -0.215 0.924  O11 0.960
72 H 0.012 4.187 -3.916  N16 1.010
73 H -2.671 -2.264 3.323  C20 1.090
74 H 2.288 1.004 -4.074  O8 0.960
75 H -3.615 2.674 3.462  C19 1.090
76 H 4.363 0.220 -7.041  C29 1.090



In order of appearance, energy relative to the best compared isomer or geometry (same formula, charge and spin) = 204.2, 49.2, 79.3 kcal per mole.